[1]
{
  "formula": "C36H47As2BrN5O12S2Y",
  "method": "ωB97M-V/def2-TZVPD",
  "symbols": ["Y", "O", "C", "C", "C", "C", "C", "C", "C", "O", "N", "N", "C", "C", "Br", "C", "C", "C", "C", "C", "C", "C", "H", "H", "H", "H", "H", "H", "H", "H", "H", "H", "H", "H", "H", "H", "O", "As", "O", "O", "C", "C", "C", "C", "C", "C", "S", "O", "O", "O", "H", "H", "H", "H", "H", "C", "C", "As", "C", "C", "C", "C", "H", "H", "H", "H", "H", "H", "H", "H", "H", "H", "H", "H", "H", "H", "H", "C", "C", "S", "O", "O", "C", "C", "N", "C", "N", "C", "C", "N", "O", "O", "C", "H", "H", "H", "H", "H", "H", "H", "H", "H", "H", "H", "H", "H"],
  "positions_angstrom": [[1.5601, -0.3183, -0.0840], [-0.8453, -2.1666, -3.2572], [-2.0950, -1.7270, -2.9764], [-3.0309, -1.7131, -4.0049], [-4.3200, -1.2623, -3.7660], [-4.6957, -0.8144, -2.5022], [-3.7510, -0.8306, -1.4861], [-2.4536, -1.2827, -1.7042], [-1.4737, -1.2772, -0.5607], [-0.1496, -1.1513, -0.9434], [-1.6666, -2.5587, 0.1973], [-0.5280, -2.9811, 0.7519], [-0.2762, -4.1962, 0.9998], [1.1098, -4.5362, 1.3831], [2.3741, -3.3055, 0.7262], [1.5723, -5.6286, 1.9767], [0.7356, -6.6895, 2.5842], [1.2278, -7.9934, 2.6123], [0.4816, -9.0233, 3.1647], [-0.7669, -8.7599, 3.7132], [-1.2556, -7.4605, 3.7167], [-0.5084, -6.4318, 3.1596], [-0.2786, -1.9409, -2.4876], [-2.7239, -2.0581, -4.9848], [-5.0379, -1.2553, -4.5767], [-5.7010, -0.4617, -2.3150], [-4.0137, -0.4739, -0.4934], [-1.7490, -0.4717, 0.1184], [-2.2431, -3.2504, -0.2716], [-0.9822, -5.0129, 0.8327], [2.6452, -5.7820, 2.0126], [2.2032, -8.2001, 2.1855], [0.8767, -10.0313, 3.1711], [-1.3511, -9.5614, 4.1470], [-2.2163, -7.2425, 4.1664], [-0.8828, -5.4158, 3.2024], [3.7736, -0.5023, 1.4029], [4.7108, -0.8269, -0.1666], [4.9772, 0.9891, -0.2715], [3.2920, -1.0712, -1.0984], [4.9493, 1.7357, -1.4091], [6.0875, 1.8243, -2.2010], [6.1122, 2.6484, -3.3134], [5.0071, 3.4168, -3.6515], [3.8599, 3.3312, -2.8839], [3.8199, 2.4916, -1.7694], [2.2235, 2.2553, -1.0638], [1.6664, 1.0981, -1.8170], [1.5115, 3.4872, -1.2287], [2.3507, 1.7761, 0.3344], [4.1667, 0.3001, 1.7728], [6.9549, 1.2403, -1.9220], [7.0086, 2.7001, -3.9187], [5.0362, 4.0737, -4.5106], [2.9843, 3.9150, -3.1326], [2.7502, -1.9823, 4.1354], [1.2631, -1.8681, 3.8291], [0.7410, -0.4787, 2.5778], [1.4807, 1.0738, 3.5243], [0.8178, 1.4500, 4.8411], [-1.1824, -0.4030, 2.9484], [-1.6822, -0.8976, 4.2996], [2.9193, -2.8419, 4.7892], [3.1231, -1.1015, 4.6619], [3.3518, -2.1105, 3.2397], [0.7093, -1.6614, 4.7413], [0.8759, -2.8021, 3.4198], [1.4863, 1.9114, 2.8274], [2.5315, 0.8202, 3.6746], [-0.2246, 1.7447, 4.7043], [1.3357, 2.2981, 5.2953], [0.8385, 0.6310, 5.5625], [-1.6396, -1.0034, 2.1625], [-1.4984, 0.6225, 2.7693], [-1.4435, -1.9489, 4.4618], [-2.7709, -0.8084, 4.3329], [-1.2838, -0.3301, 5.1389], [-2.0769, 5.2697, -6.2514], [-1.7114, 4.7990, -4.8450], [-2.4030, 5.8883, -3.6430], [-3.8396, 5.7210, -3.6634], [-1.8093, 7.1885, -3.8244], [-1.8106, 5.2319, -2.1224], [-2.6773, 4.0894, -1.5893], [-1.8893, 3.2933, -0.6453], [-1.2189, 2.1671, -0.9841], [-0.5674, 1.6611, 0.0543], [-0.8342, 2.4852, 1.1075], [-1.6376, 3.4879, 0.6938], [-2.1458, 4.5739, 1.4794], [-1.8464, 4.5856, 2.6546], [-2.7726, 5.4495, 0.9050], [-1.1964, 1.6467, -2.3807], [-1.6525, 4.5822, -6.9814], [-1.6848, 6.2673, -6.4414], [-3.1577, 5.2934, -6.3855], [-0.6325, 4.8016, -4.6775], [-2.1156, 3.8062, -4.6329], [-1.7965, 6.0796, -1.4361], [-0.7834, 4.8975, -2.2924], [-3.0014, 3.4209, -2.3802], [-3.5650, 4.4703, -1.1029], [-0.4106, 2.3694, 2.0876], [-2.2011, 1.3811, -2.7175], [-0.5668, 0.7646, -2.4271], [-0.7767, 2.3977, -3.0550]],
  "e_above_lowest_kcal_mol": 14.4,
  "mol_weight_da": 1124.58,
  "spin_multiplicity": 1,
  "homo_lumo_gap_ev": 7.91,
  "max_force_ev_per_a": 1.5
}

[2]
{
  "formula": "C36H47BrN4O2SSi3W",
  "method": "ωB97M-V/def2-TZVPD",
  "symbols": ["W", "C", "C", "C", "C", "N", "C", "C", "C", "C", "C", "C", "N", "C", "C", "C", "C", "C", "N", "H", "H", "H", "H", "H", "H", "H", "H", "H", "H", "H", "O", "C", "C", "C", "N", "C", "Br", "C", "H", "H", "H", "H", "C", "O", "Si", "C", "C", "C", "Si", "C", "C", "C", "Si", "C", "C", "C", "H", "H", "H", "H", "H", "H", "H", "H", "H", "H", "H", "H", "H", "H", "H", "H", "H", "H", "H", "H", "H", "H", "H", "H", "H", "H", "H", "S", "C", "C", "C", "C", "C", "C", "H", "H", "H", "H", "H"],
  "positions_angstrom": [[-0.3259, 0.7493, -0.0492], [-3.3767, 0.2040, -4.4753], [-2.2576, 0.6452, -5.1252], [-1.4268, 1.4792, -4.4368], [-1.6900, 1.9034, -3.1724], [-2.8585, 1.5781, -2.5523], [-3.6184, 0.6733, -3.1609], [-0.8167, 2.9085, -2.4629], [-0.5666, 4.1902, -3.0557], [-0.1133, 5.2138, -2.3143], [0.0115, 4.9235, -0.9361], [-0.2072, 3.7234, -0.3799], [-0.5239, 2.6453, -1.1940], [-0.3261, 3.5722, 1.0888], [-0.3053, 4.6365, 1.9589], [-0.6113, 4.3529, 3.2819], [-1.0883, 3.1286, 3.6341], [-1.0266, 2.0943, 2.6736], [-0.5921, 2.3198, 1.4654], [-4.1321, -0.4549, -4.9216], [-2.0048, 0.4278, -6.1455], [-0.5983, 1.7913, -5.0119], [-4.5119, 0.3355, -2.6612], [-0.7931, 4.3553, -4.1154], [0.0461, 6.2796, -2.6494], [0.3280, 5.7584, -0.3184], [-0.1155, 5.6511, 1.6077], [-0.7513, 5.2053, 4.0156], [-1.4888, 2.9252, 4.6343], [-1.3565, 1.0349, 2.8569], [-0.4728, -2.8076, -5.3545], [-0.3424, -2.1783, -4.1647], [-1.1719, -2.3692, -3.0662], [-0.8742, -1.5125, -1.9975], [0.0432, -0.5062, -1.9449], [0.7405, -0.3183, -3.0684], [1.8405, 1.2024, -3.1737], [0.6395, -1.1960, -4.1351], [-1.1548, -3.5056, -5.2863], [-1.9587, -3.0973, -3.0757], [-1.4404, -1.7307, -1.1066], [1.2963, -0.9510, -4.9497], [2.6929, 2.7648, -0.3267], [1.8512, 1.7248, 0.1693], [2.2733, 0.8177, 1.5416], [2.0792, 1.8713, 3.1360], [4.1423, 0.5586, 1.5013], [1.0274, -0.5480, 1.2987], [2.0507, -1.9059, 0.4341], [1.1478, -3.2853, -0.4671], [3.3113, -1.2473, -0.8312], [3.1192, -2.8121, 1.6175], [0.6354, -1.4404, 2.9600], [0.4581, -3.3386, 2.9815], [-0.8817, -0.8230, 3.9064], [2.0677, -1.2090, 4.1985], [2.4711, 2.9588, -1.3586], [3.7601, 2.5582, -0.2427], [2.4265, 3.7030, 0.1180], [2.0349, 2.8783, 2.7245], [3.0346, 1.7438, 3.6351], [1.4085, 1.6921, 3.9657], [4.6208, 1.4435, 2.0606], [4.5511, 0.7538, 0.4939], [4.6129, -0.2765, 1.9936], [0.0710, -3.3286, -0.1346], [1.5482, -4.2708, -0.2999], [1.1039, -3.0726, -1.5287], [3.2667, -1.9231, -1.7074], [4.2952, -1.4394, -0.4317], [3.2003, -0.2344, -1.1739], [2.7658, -3.2017, 2.5557], [3.9787, -2.1269, 1.8780], [3.5791, -3.6299, 1.0789], [-0.5949, -3.5470, 3.2600], [1.2112, -3.8023, 3.5558], [0.5715, -3.8284, 1.9172], [-1.7695, -0.7835, 3.2085], [-0.8021, 0.1499, 4.3983], [-1.1649, -1.6048, 4.5636], [2.2584, -2.2377, 4.4662], [1.8825, -0.6585, 5.1263], [2.9920, -0.7304, 3.8472], [-2.4294, 0.1069, 0.5268], [-2.9927, -1.5696, 0.3243], [-2.3813, -2.6833, 0.9060], [-3.0870, -3.8702, 0.9550], [-4.2158, -4.1121, 0.1867], [-4.7525, -3.0748, -0.5297], [-4.2704, -1.7710, -0.3229], [-1.4499, -2.5442, 1.3707], [-2.6900, -4.7222, 1.5105], [-4.6370, -5.1440, 0.1623], [-5.6071, -3.2754, -1.1673], [-4.8222, -0.9333, -0.7677]],
  "e_above_lowest_kcal_mol": 17.4,
  "total_charge": 2,
  "s2": 2.036,
  "mol_weight_da": 947.87,
  "spin_multiplicity": 3,
  "homo_lumo_gap_ev": [6.78, 7.23],
  "max_force_ev_per_a": 4.2
}

[3]
{
  "formula": "C36H49BrCl2NO3PbS2Si",
  "method": "ωB97M-V/def2-TZVPD",
  "symbols": ["Pb", "C", "Si", "C", "N", "C", "C", "C", "C", "C", "C", "C", "C", "C", "C", "C", "C", "C", "C", "C", "C", "C", "H", "H", "H", "H", "H", "H", "H", "H", "H", "H", "H", "H", "H", "H", "H", "H", "H", "H", "H", "H", "H", "H", "H", "H", "C", "C", "C", "C", "C", "C", "C", "Br", "C", "O", "C", "C", "C", "C", "C", "C", "H", "H", "H", "H", "H", "H", "H", "H", "H", "H", "H", "H", "H", "H", "H", "H", "H", "H", "H", "H", "C", "O", "C", "S", "S", "H", "H", "H", "Cl", "C", "Cl", "H", "H", "O"],
  "positions_angstrom": [[-0.0090, 0.0251, -0.0132], [-1.8473, -1.0161, -0.8039], [-1.4118, -2.3388, -2.0277], [0.2236, -3.1045, -1.3151], [0.9370, -1.9865, -0.6679], [1.5583, -2.4053, 0.6208], [2.7054, -3.3942, 0.4354], [3.6073, -3.0431, -0.7565], [3.4066, -1.6033, -1.2371], [1.9455, -1.3395, -1.5917], [-1.0300, -1.6851, -3.7526], [-1.1698, -0.3195, -4.0593], [-0.8306, 0.1280, -5.3579], [-0.3689, -0.7655, -6.3132], [-0.2310, -2.1105, -6.0030], [-0.5545, -2.5640, -4.7371], [-2.8134, -3.5950, -2.1768], [-3.6230, -3.6709, -3.3130], [-4.6551, -4.5998, -3.4000], [-4.9050, -5.4647, -2.3447], [-4.1217, -5.3954, -1.2007], [-3.0889, -4.4694, -1.1189], [-2.4436, -1.2388, 0.1014], [-2.5567, -0.1559, -1.1688], [0.8212, -3.6158, -2.0744], [-0.0880, -3.8507, -0.5794], [0.8046, -2.8321, 1.2897], [1.9217, -1.5093, 1.1601], [2.3226, -4.4143, 0.2977], [3.2940, -3.4089, 1.3563], [3.3805, -3.7225, -1.5857], [4.6544, -3.2115, -0.4913], [4.0351, -1.4132, -2.1105], [3.7313, -0.9049, -0.4596], [1.7711, -1.6384, -2.6280], [1.7861, -0.1449, -1.5920], [-1.5383, 0.4381, -3.2259], [-0.9198, 1.1727, -5.6149], [-0.1091, -0.4093, -7.3043], [0.1348, -2.8057, -6.7510], [-0.4317, -3.6237, -4.5229], [-3.4667, -3.0028, -4.1541], [-5.2670, -4.6433, -4.2942], [-5.7117, -6.1859, -2.4108], [-4.3190, -6.0615, -0.3681], [-2.5038, -4.4349, -0.2040], [-1.8590, 7.7232, -1.2677], [-2.5079, 6.8006, -0.2230], [-4.0363, 6.9500, -0.3004], [-2.0705, 7.2986, 1.1597], [-2.1162, 5.3527, -0.4993], [-1.4308, 4.5663, 0.4157], [-1.1083, 3.2633, 0.0980], [-0.1601, 2.2176, 1.3980], [-1.4252, 2.6193, -1.1355], [-1.0638, 1.3821, -1.3174], [-2.1307, 3.4340, -2.0622], [-2.4429, 4.7511, -1.7135], [-2.5895, 2.9673, -3.4520], [-4.1235, 3.0972, -3.5534], [-2.2564, 1.5130, -3.8462], [-1.9424, 3.8601, -4.5270], [-2.0966, 8.7727, -1.0665], [-2.2037, 7.5041, -2.2812], [-0.7711, 7.6191, -1.2603], [-4.3431, 7.9748, -0.0684], [-4.5315, 6.2834, 0.4103], [-4.4230, 6.7160, -1.2953], [-2.3723, 8.3381, 1.3117], [-0.9844, 7.2560, 1.2779], [-2.5234, 6.7092, 1.9617], [-1.1339, 4.9420, 1.3858], [-2.9807, 5.3499, -2.4407], [-4.6155, 2.5077, -2.7749], [-4.4843, 2.7390, -4.5231], [-4.4682, 4.1298, -3.4520], [-2.7412, 0.7950, -3.1838], [-1.2089, 1.3800, -3.8656], [-2.6314, 1.3165, -4.8439], [-2.2449, 4.9065, -4.4432], [-2.2235, 3.5307, -5.5334], [-0.8516, 3.8253, -4.4564], [4.6631, -1.8545, 3.8822], [3.5683, -1.5488, 3.0383], [3.4441, -0.2983, 2.5251], [4.5382, 0.9103, 2.8698], [2.0655, -0.1722, 1.5308], [4.5636, -2.9039, 4.1681], [4.6408, -1.2607, 4.7971], [5.6145, -1.7442, 3.3596], [-0.7924, -2.3966, 4.6089], [-1.9474, -1.5318, 3.5824], [-1.1527, -0.8875, 2.0976], [-2.3666, -0.7022, 4.1459], [-2.7389, -2.2174, 3.2894], [1.3418, 0.6654, -1.2548]],
  "e_above_lowest_kcal_mol": 103.8,
  "total_charge": -1,
  "mol_weight_da": 994.02,
  "spin_multiplicity": 1,
  "homo_lumo_gap_ev": [5.45, 5.19],
  "max_force_ev_per_a": 10.3
}

- Number 2 is which compound?
  C36H47BrN4O2SSi3W